# C6H9NO

One molecule with the formula C6H9NO at a distorted geometry (ωB97M-V/def2-TZVPD, the Open Molecules 2025 dataset).

As for the total energy: -363.83516 Eh. Its maximum force is 0.1201 hartree/bohr. The energy above the lowest of the compared OMol25 structures with the same formula, charge and spin comes out at 5.145 eV. Its molar mass is 111.14 g mol⁻¹. Its orbital gap is 10.246 eV.

Each line ends with the Löwdin charge.
Positions of all 17 atoms, in Å:
1 O -0.85 -0.94 1.78  0.07
2 N -1.25 -0.86 -1.53  -0.06
3 C 2.59 0.51 1.46  -0.05
4 C -2.14 -0.50 -0.29  -0.08
5 C 0.51 -0.18 0.01  -0.23
6 C 1.43 0.63 0.88  -0.18
7 C -0.19 0.17 -1.34  -0.25
8 C -0.79 -0.57 0.61  -0.37
9 H -1.50 -0.31 -2.34  0.08
10 H -2.66 0.63 -0.47  0.16
11 H 3.30 -0.48 1.58  0.11
12 H 2.92 1.09 2.40  0.08
13 H -0.65 1.15 -1.18  0.10
14 H 0.18 0.28 -2.37  0.13
15 H 1.04 -1.12 -0.46  0.19
16 H 1.06 1.75 1.08  0.15
17 H -3.00 -1.26 0.16  0.16

# C20H26N4O

One molecule with the formula C20H26N4O (ωB97M-V/def2-TZVPD, the Open Molecules 2025 dataset).

As for the total energy: -1072.03867 Eh. Its maximum force is 0.0131 hartree/bohr. The energy above the lowest of the compared OMol25 structures with the same formula, charge and spin comes out at 0.202 eV. Its molar mass is 338.45 g mol⁻¹. Its orbital gap is 8.671 eV.

Each line ends with the Löwdin charge.
Positions of all 51 atoms, in Å:
1 O 4.24 -0.28 -2.08  0.07
2 N -2.29 -0.16 0.18  0.17
3 N -1.83 -2.49 0.01  0.17
4 N 4.27 0.58 0.00  0.08
5 N -0.17 -0.99 0.52  -0.06
6 C 1.32 0.70 -0.42  -0.11
7 C 5.64 1.06 -0.03  -0.42
8 C 2.24 -0.49 -0.76  -0.22
9 C -4.45 0.78 -0.12  -0.17
10 C -6.61 1.81 0.14  -0.08
11 C 0.35 0.34 0.71  -0.15
12 C 6.47 0.35 1.03  -0.05
13 C -4.03 -1.69 -0.32  0.02
14 C 0.77 -2.08 0.50  -0.15
15 C -4.73 3.14 -0.52  -0.08
16 C 5.67 2.57 0.15  -0.05
17 C -3.10 -2.72 -0.27  -0.32
18 C -3.92 2.02 -0.47  -0.03
19 C -1.47 -1.21 0.22  -0.34
20 C 3.68 -0.06 -1.03  -0.47
21 C -3.57 -0.39 -0.08  -0.22
22 C -6.08 3.04 -0.22  -0.09
23 C -5.81 0.69 0.19  -0.03
24 C -3.49 -4.14 -0.52  -0.03
25 C 2.20 -1.55 0.34  -0.13
26 H 0.75 0.98 -1.31  0.12
27 H -6.71 3.91 -0.26  0.10
28 H -5.06 -1.89 -0.57  0.11
29 H 7.51 0.67 0.98  0.08
30 H -4.27 -4.44 0.17  0.08
31 H 6.09 0.58 2.03  0.08
32 H 1.89 -0.96 -1.69  0.15
33 H 0.68 -2.67 1.42  0.13
34 H -7.66 1.73 0.39  0.10
35 H -6.23 -0.26 0.49  0.11
36 H 2.86 -2.38 0.08  0.13
37 H -2.62 -4.78 -0.40  0.08
38 H 1.90 1.58 -0.12  0.11
39 H 5.27 2.84 1.13  0.08
40 H 3.76 0.73 0.85  0.14
41 H -4.31 4.10 -0.80  0.10
42 H 2.55 -1.14 1.29  0.11
43 H 5.07 3.06 -0.61  0.08
44 H 6.43 -0.73 0.89  0.08
45 H 0.85 0.39 1.68  0.12
46 H 6.02 0.80 -1.03  0.14
47 H -2.87 2.09 -0.70  0.10
48 H -0.50 1.02 0.72  0.11
49 H -3.88 -4.24 -1.54  0.08
50 H 0.52 -2.74 -0.34  0.12
51 H 6.69 2.94 0.08  0.08